C30H56BCl10N4O28 | ωB97M-V/def2-TZVPD

The value obtained for the maximum force is 0.0946 hartree/bohr. The energy comes out at -8129.162361 a.u. The charge is -1. For the highest occupied orbital energy, the calculation gives -8.18 eV.

Bonds (Å) are listed after each position.
CARTESIAN COORDINATES (ANGSTROEM)
1 O -5.79 -9.01 19.07  C2 1.256
2 C -4.60 -9.14 18.67  O1 1.256, O3 1.397, C6 1.506
3 O -3.54 -8.26 18.89  C2 1.397, B4 1.456
4 B -2.34 -8.89 18.36  O3 1.456, O5 1.501, O8 1.491, O12 1.480
5 O -2.73 -10.29 17.99  B4 1.501, C6 1.325
6 C -4.03 -10.45 18.19  C2 1.506, O5 1.325, O7 1.236
7 O -4.64 -11.53 18.12  C6 1.236
8 O -1.20 -8.79 19.31  B4 1.491, C9 1.307
9 C -0.24 -8.03 18.84  O8 1.307, O10 1.206, C11 1.516
10 O 0.74 -7.73 19.47  C9 1.206
11 C -0.57 -7.68 17.40  C9 1.516, O12 1.376, O13 1.255
12 O -1.80 -8.24 17.14  B4 1.480, C11 1.376
13 O 0.14 -7.03 16.60  C11 1.255
14 Cl -1.93 -5.47 22.99  C15 1.750
15 C -1.62 -6.93 22.07  Cl14 1.750, C16 1.531, H18 1.090, H19 1.090
16 C -2.64 -8.03 22.37  C15 1.531, Cl17 1.763, H20 1.090, H21 1.090
17 Cl -4.29 -7.51 22.05  C16 1.763
18 H -0.67 -7.32 22.44  C15 1.090
19 H -1.61 -6.60 21.04  C15 1.090
20 H -2.48 -8.30 23.42  C16 1.090
21 H -2.49 -8.92 21.76  C16 1.090
22 Cl -2.58 -11.16 14.84  C23 1.808
23 C -3.49 -12.70 15.11  Cl22 1.808, C24 1.584, H26 1.090, H27 1.090
24 C -3.22 -13.79 14.00  C23 1.584, Cl25 1.802, H28 1.090, H29 1.090
25 Cl -3.76 -13.20 12.39  C24 1.802
26 H -4.57 -12.50 15.12  C23 1.090
27 H -3.25 -13.02 16.12  C23 1.090
28 H -3.72 -14.73 14.25  C24 1.090
29 H -2.15 -13.97 14.10  C24 1.090
30 Cl 2.32 -11.66 20.64  C31 1.747
31 C 1.41 -11.14 19.24  Cl30 1.747, C32 1.487, H34 1.090, H35 1.090
32 C 1.62 -11.97 18.02  C31 1.487, Cl33 1.790, H36 1.090, H37 1.090
33 Cl 0.43 -11.54 16.75  C32 1.790
34 H 1.60 -10.11 18.93  C31 1.090
35 H 0.35 -11.21 19.48  C31 1.090
36 H 1.47 -13.00 18.35  C32 1.090
37 H 2.61 -11.92 17.56  C32 1.090
38 Cl -8.57 -13.16 18.06  C39 1.745
39 C -7.04 -13.69 18.71  Cl38 1.745, C40 1.534, H42 1.090, H43 1.090
40 C -6.61 -12.80 19.88  C39 1.534, Cl41 1.762, H44 1.090, H45 1.090
41 Cl -7.59 -13.07 21.33  C40 1.762
42 H -6.29 -13.66 17.92  C39 1.090
43 H -7.18 -14.72 19.04  C39 1.090
44 H -6.75 -11.78 19.53  C40 1.090
45 H -5.58 -13.00 20.18  C40 1.090
46 Cl -6.80 -5.24 20.60  C47 1.797
47 C -5.88 -5.16 19.06  Cl46 1.797, C48 1.570, H50 1.090, H51 1.090
48 C -4.32 -5.12 19.27  C47 1.570, Cl49 1.785, H52 1.090, H53 1.090
49 Cl -3.69 -5.05 17.60  C48 1.785
50 H -6.27 -4.35 18.45  C47 1.090
51 H -6.07 -6.11 18.57  C47 1.090
52 H -3.91 -6.05 19.67  C48 1.090
53 H -3.99 -4.26 19.85  C48 1.090
54 C 3.55 -8.17 20.76  N55 1.471, H58 1.090, H59 1.090, H60 1.090
55 N 3.41 -6.73 20.48  C54 1.471, O56 1.239, O57 1.215
56 O 3.07 -6.00 21.42  N55 1.239
57 O 3.70 -6.33 19.37  N55 1.215
58 H 3.02 -8.74 20.00  C54 1.090
59 H 3.11 -8.47 21.71  C54 1.090
60 H 4.62 -8.39 20.76  C54 1.090
61 C -3.56 -7.48 14.55  N62 1.476, H65 1.090, H66 1.090, H67 1.090
62 N -4.61 -6.44 14.49  C61 1.476, O63 1.218, O64 1.268
63 O -4.46 -5.52 13.70  N62 1.218
64 O -5.65 -6.64 15.19  N62 1.268
65 H -3.77 -8.15 15.38  C61 1.090
66 H -2.54 -7.10 14.69  C61 1.090
67 H -3.52 -8.03 13.62  C61 1.090
68 C 2.67 -5.31 16.37  N69 1.501, H72 1.090, H73 1.090, H74 1.090
69 N 2.68 -3.83 16.17  C68 1.501, O70 1.222, O71 1.230
70 O 3.06 -3.07 17.05  N69 1.222
71 O 2.40 -3.39 15.05  N69 1.230
72 H 2.40 -5.58 17.40  C68 1.090
73 H 3.72 -5.58 16.28  C68 1.090
74 H 2.27 -5.90 15.54  C68 1.090
75 C -2.17 -13.53 19.20  N76 1.501, H79 1.090, H80 1.090, H81 1.090
76 N -1.22 -14.24 20.11  C75 1.501, O77 1.248, O78 1.178
77 O -1.65 -15.26 20.68  N76 1.248
78 O -0.19 -13.69 20.27  N76 1.178
79 H -2.62 -12.76 19.84  C75 1.090
80 H -2.88 -14.27 18.82  C75 1.090
81 H -1.55 -13.09 18.42  C75 1.090
82 C 0.76 -8.26 13.84  O83 1.373, H88 1.090, H89 1.090, H90 1.090
83 O 0.92 -8.09 12.49  C82 1.373, C84 1.373
84 C -0.15 -7.71 11.71  O83 1.373, O85 1.214, O86 1.378
85 O -1.27 -7.39 12.05  C84 1.214
86 O 0.24 -7.92 10.41  C84 1.378, C87 1.475
87 C -0.62 -7.40 9.32  O86 1.475, H91 1.090, H92 1.090, H93 1.090
88 H -0.17 -7.86 14.23  C82 1.090
89 H 1.65 -7.79 14.26  C82 1.090
90 H 0.91 -9.29 14.17  C82 1.090
91 H -0.01 -6.71 8.74  C87 1.090
92 H -1.53 -6.93 9.69  C87 1.090
93 H -0.96 -8.16 8.62  C87 1.090
94 C -6.82 -10.48 15.91  O95 1.453, H100 1.090, H101 1.090, H102 1.090
95 O -6.15 -9.70 14.88  C94 1.453, C96 1.376
96 C -6.02 -10.20 13.61  O95 1.376, O97 1.254, O98 1.306
97 O -6.17 -11.40 13.28  C96 1.254
98 O -5.48 -9.28 12.84  C96 1.306, C99 1.476
99 C -4.68 -9.73 11.68  O98 1.476, H103 1.090, H104 1.090, H105 1.090
100 H -6.18 -11.32 16.17  C94 1.090
101 H -7.74 -10.95 15.53  C94 1.090
102 H -7.11 -9.98 16.84  C94 1.090
103 H -3.85 -9.04 11.52  C99 1.090
104 H -5.32 -9.85 10.81  C99 1.090
105 H -4.23 -10.72 11.76  C99 1.090
106 C 0.40 -4.41 19.84  O107 1.454, H112 1.090, H113 1.090, H114 1.090
107 O -0.59 -3.89 18.91  C106 1.454, C108 1.399
108 C -0.52 -2.62 18.32  O107 1.399, O109 1.237, O110 1.391
109 O -1.30 -2.06 17.54  C108 1.237
110 O 0.56 -1.93 18.87  C108 1.391, C111 1.406
111 C 0.66 -0.55 18.60  O110 1.406, H115 1.090, H116 1.090, H117 1.090
112 H 0.59 -3.72 20.66  C106 1.090
113 H 1.30 -4.64 19.26  C106 1.090
114 H -0.13 -5.27 20.26  C106 1.090
115 H 1.64 -0.28 19.00  C111 1.090
116 H -0.13 0.08 19.02  C111 1.090
117 H 0.83 -0.43 17.53  C111 1.090
118 C -1.37 -4.00 14.66  O119 1.372, H124 1.090, H125 1.090, H126 1.090
119 O -0.29 -3.16 14.55  C118 1.372, C120 1.388
120 C -0.47 -1.87 14.07  O119 1.388, O121 1.234, O122 1.307
121 O -1.47 -1.47 13.47  C120 1.234
122 O 0.60 -1.15 14.30  C120 1.307, C123 1.412
123 C 0.69 0.14 13.75  O122 1.412, H127 1.090, H128 1.090, H129 1.090
124 H -1.62 -4.39 13.68  C118 1.090
125 H -2.33 -3.52 14.90  C118 1.090
126 H -1.07 -4.79 15.35  C118 1.090
127 H -0.08 0.83 14.12  C123 1.090
128 H 0.54 0.14 12.67  C123 1.090
129 H 1.64 0.59 14.04  C123 1.090